Formula: H10O5Rb
Source: OMol25
Level of theory: wB97M-V/def2-TZVPD

The calculation puts the frontier orbital gap at 0.41488 Eh. The value obtained for the total energy is -406.12425 a.u. Its energy relative to the best compared isomer or geometry (same formula, charge and spin) is 0.12 kcal per mole. As for the total charge: +1.

Last column: Löwdin charge in e.
Element x y z (Å)
1 Rb 0.04963 -0.42468 -0.57592  1.1288
2 O 0.19106 0.36036 2.24313  -0.1205
3 H -0.75146 0.39964 2.44930  0.0675
4 H 0.60778 0.95657 2.87599  0.0761
5 O 0.54434 0.87932 -3.16595  -0.1369
6 H -0.04807 1.57905 -3.45792  0.0506
7 H 1.24513 1.31470 -2.65275  -0.0130
8 O 1.93122 1.91483 -0.92720  -0.1044
9 H 2.81718 1.88916 -0.54593  0.0744
10 H 1.72531 2.85536 -0.99408  0.0737
11 O 0.26709 -2.49731 1.86412  -0.0938
12 H 0.45281 -1.58304 2.13321  -0.0245
13 H -0.32755 -2.84165 2.53730  0.0510
14 O -2.65920 -1.51279 -0.29982  -0.1334
15 H -2.63498 -2.29150 -0.86789  0.0512
16 H -3.41030 -0.99803 -0.61558  0.0531


Formula: H10Si4
Source: OMol25
Level of theory: wB97M-V/def2-TZVPD

The calculation puts the frontier orbital gap at 0.34226 Eh. The value obtained for the total energy is -1163.81686 a.u. Its energy relative to the best compared isomer or geometry (same formula, charge and spin) is 4.61 kcal per mole.

Last column: Löwdin charge in e.
Element x y z (Å)
1 Si 0.11230 -1.79395 1.33125  0.3423
2 Si -1.50488 -0.01097 -1.77971  0.3694
3 Si 1.56286 1.69951 0.12852  0.3527
4 Si -0.20440 0.19135 0.13314  0.0312
5 H -0.38049 -1.71293 2.70497  -0.1264
6 H -0.57422 -2.94225 0.72316  -0.1259
7 H 1.52420 -2.19292 1.42739  -0.1288
8 H -1.15567 0.98537 -2.80167  -0.1224
9 H -2.95008 0.05930 -1.58239  -0.1222
10 H -1.21989 -1.31788 -2.39498  -0.1182
11 H 1.92163 2.19538 1.45659  -0.1206
12 H 2.77158 1.05902 -0.41095  -0.1250
13 H 1.34123 2.87877 -0.72058  -0.1223
14 H -1.24417 0.90220 1.78525  0.0162


Formula: H11NO4
Source: OMol25
Level of theory: wB97M-V/def2-TZVPD

Its SMILES is N.O.O.O.O. The calculation puts the frontier orbital gap at 0.40324 Eh. The value obtained for the total energy is -362.30692 a.u. Its energy relative to the best compared isomer or geometry (same formula, charge and spin) is 19.50 kcal per mole.

Last column: Löwdin charge in e.
Element x y z (Å)
1 N 0.13523 -0.91708 1.93045  0.0151
2 H 0.29468 -1.92085 1.90814  -0.0016
3 H 0.86897 -0.51058 1.35679  0.0060
4 H -0.73147 -0.80067 1.41040  0.0077
5 H 0.60161 -0.08708 -2.23510  0.0427
6 H 0.16223 -0.47764 -0.88159  0.0122
7 O 0.70306 -0.81495 -1.60734  -0.0557
8 H -0.92758 2.46662 -0.77624  -0.0124
9 H -0.50774 3.34597 -1.92117  0.0370
10 O -0.83380 2.45832 -1.74001  -0.0687
11 H -0.67717 1.73453 1.55953  0.0243
12 H -1.79342 2.71017 1.73624  0.0592
13 O -0.95826 2.60562 1.26454  -0.0439
14 H 1.00736 -2.66488 -0.36712  0.0018
15 H 1.83520 -3.82968 0.10453  0.0431
16 O 0.94414 -3.46724 0.17408  -0.0667


Formula: H11O5
Source: OMol25
Level of theory: wB97M-V/def2-TZVPD

The calculation puts the frontier orbital gap at 0.45852 Eh. The value obtained for the total energy is -382.55988 a.u. Its energy relative to the best compared isomer or geometry (same formula, charge and spin) is 11.40 kcal per mole. As for the total charge: +1.

Last column: Löwdin charge in e.
Element x y z (Å)
1 O 3.04283 -0.26764 -1.58092  -0.0095
2 H 3.91775 -0.42371 -1.22999  0.0827
3 H 2.84080 -1.10185 -2.04559  0.0998
4 O -0.64172 -0.46585 0.23793  0.0296
5 H -0.58581 -0.51004 1.21571  0.0466
6 H 0.32366 0.18209 -0.35489  0.0673
7 O -3.02499 0.46304 -0.79827  -0.0241
8 H -2.75856 1.24056 -1.28636  0.0601
9 H -3.59503 -0.03446 -1.39089  0.0704
10 O -0.50471 -0.55868 2.91780  -0.0051
11 H -0.03106 -0.06880 3.58134  0.0672
12 H -1.03987 -1.14443 3.44003  0.0690
13 O 0.81858 0.98066 -0.97181  0.1506
14 H 1.64818 0.49491 -1.27655  0.0756
15 H -1.56294 -0.44914 -0.09137  0.0700
16 H 1.15288 1.66335 -0.36614  0.1495


Formula: H12KO10S
Source: OMol25
Level of theory: wB97M-V/def2-TZVPD

The calculation puts the frontier orbital gap (spin up / spin down) at 0.32427 / 0.24341 Eh. The value obtained for the total energy is -1757.70680 a.u. As for the spin multiplicity: 2.

Last column: Mulliken spin population.
Element x y z (Å)
1 K -0.24915 0.11791 -0.50508  -0.0016
2 S -0.17423 -1.66827 2.41367  -0.0812
3 O -1.53426 -1.71487 2.94024  0.4708
4 O 0.62443 -2.52430 3.25341  0.4653
5 O -0.11899 -2.10788 0.98815  0.0738
6 O 0.35494 -0.34279 2.29967  0.0693
7 O -1.13567 1.08673 -2.84098  0.0000
8 H -2.07977 1.20113 -2.73226  0.0000
9 H -0.97227 1.30027 -3.75964  0.0000
10 O -0.15393 2.18299 2.22500  0.0014
11 H -0.08735 1.28111 2.53874  -0.0003
12 H -0.82323 2.15050 1.54147  0.0000
13 O 2.41967 1.19272 -0.25841  -0.0002
14 H 2.66618 0.46444 0.31174  -0.0002
15 H 3.22138 1.70754 -0.35033  0.0000
16 O 2.18120 -1.76821 -0.09292  0.0027
17 H 2.51223 -2.58627 0.27778  -0.0005
18 H 1.26825 -1.72776 0.19190  0.0006
19 O -1.26410 2.65823 -0.21873  -0.0001
20 H -0.90320 2.67047 -1.10521  0.0000
21 H -1.93300 3.34291 -0.22246  0.0000
22 O -0.99357 -2.44833 -2.06612  0.0001
23 H -1.78868 -1.98198 -1.80816  0.0000
24 H -1.03692 -2.48630 -3.02158  0.0000


Formula: H12LiO6
Source: OMol25
Level of theory: wB97M-V/def2-TZVPD

The calculation puts the frontier orbital gap at 0.44467 Eh. The value obtained for the total energy is -465.99562 a.u. Its energy relative to the best compared isomer or geometry (same formula, charge and spin) is 41.12 kcal per mole. As for the total charge: +1.

Last column: Löwdin charge in e.
Element x y z (Å)
1 Li 34.77100 24.59900 38.04700  0.6956
2 O 36.90200 24.11400 38.43100  -0.1391
3 H 36.78000 23.21500 37.86000  0.1135
4 H 37.79200 24.36200 38.07200  0.0812
5 O 33.89500 23.26600 39.70700  -0.1218
6 H 34.38900 23.45200 40.53500  0.0685
7 H 32.91600 23.28200 40.01800  0.1140
8 O 35.67100 25.61000 36.37000  -0.0334
9 H 35.95700 26.27900 36.95800  0.0291
10 H 34.92600 25.88100 35.88400  0.0308
11 O 32.84800 24.74700 37.36800  -0.0723
12 H 32.80000 25.15800 36.50300  0.0630
13 H 32.15400 24.09600 37.37200  0.0632
14 O 34.81000 22.51100 36.73700  -0.0351
15 H 35.62000 22.21200 36.65900  -0.0650
16 H 34.44200 21.71000 37.29800  0.1447
17 O 34.73800 26.16500 39.34800  -0.1116
18 H 33.74900 26.20800 39.82600  0.1816
19 H 35.30400 26.46500 39.98000  -0.0069